ORCA calculation (the ωB97M-V functional and the def2-TZVPD basis) on a 4-piece molecular cluster, C29H56IN6O7S overall in a non-equilibrium geometry.

## Properties
charge	+1
lowest unoccupied orbital energy	-4.1	eV
2S+1	1
DFT total energy	-73181.442	eV

```
100
Properties=species:S:1:pos:R:3:forces:R:3
C 1.659 -4.739 4.401 -1.1 -0.3 0.2
H -1.086 4.064 -2.642 0.1 0.2 -0.1
H -3.539 7.232 -7.846 0.0 0.0 0.0
C 3.321 -2.211 1.495 -0.1 -0.3 0.4
C 4.320 -3.377 1.636 0.3 0.2 -0.3
H 2.018 0.867 -3.101 0.1 0.2 0.1
H 3.424 -4.199 6.461 0.1 0.1 0.1
H -2.610 -2.603 6.965 -0.1 0.0 0.3
H 2.601 -4.306 4.078 0.3 -0.1 0.0
H 3.649 5.109 -2.722 0.0 0.0 0.0
H -4.567 -2.873 4.935 -0.3 0.3 0.1
H -1.485 -1.992 3.673 0.5 0.3 0.0
H -2.399 4.023 -6.114 -0.1 0.0 0.0
H 0.094 -3.398 5.031 -0.2 0.0 0.1
H 0.298 -1.687 3.471 0.0 0.1 0.2
H 0.679 -0.780 -4.718 0.2 0.0 -0.3
H -0.166 1.223 -4.356 -0.4 -0.2 0.0
O 1.269 5.911 -2.751 0.0 -0.2 0.0
H 1.900 -2.304 3.581 0.3 0.1 0.0
C -1.118 2.077 0.247 -0.8 -0.2 0.4
C -2.364 4.927 -5.505 0.2 0.3 -0.1
O 0.062 2.202 0.006 -0.8 -1.1 2.0
N 2.450 -4.174 6.733 -0.2 -0.4 -0.3
H -2.506 -3.191 1.094 0.0 -0.1 -0.4
H 1.557 -3.640 -2.995 0.2 0.1 0.0
C 1.981 -2.614 0.948 -0.3 0.1 0.4
H -4.049 -2.818 2.614 -0.2 0.0 -0.2
H 0.541 3.291 -1.145 0.4 0.0 -0.5
H -0.838 2.406 2.340 0.0 0.0 0.0
H -0.412 -1.470 -2.215 -0.1 0.3 0.0
C 1.968 8.098 -3.350 -0.2 -0.1 0.1
H -0.282 -4.363 3.604 -0.4 0.1 0.0
H -1.818 -3.020 -1.637 -0.2 0.0 0.0
H 3.197 -1.793 2.475 -0.2 0.3 0.2
H -2.861 2.586 -0.895 -0.1 -0.1 0.0
N -1.180 3.155 -3.083 -0.3 0.2 -0.8
H -0.693 -2.192 -3.764 -0.2 -0.1 -0.1
H 2.480 8.739 -2.630 0.1 0.0 -0.1
H 0.935 0.132 -1.903 0.4 0.2 0.3
H 2.065 -1.364 -3.845 0.2 -0.2 0.1
H 4.074 6.299 -3.969 0.1 0.1 0.0
N 0.924 2.882 -1.988 0.6 0.5 -1.6
H -2.136 1.265 1.959 -0.2 0.1 0.0
O -2.437 -0.054 5.069 0.5 -0.5 -0.3
H 1.334 3.666 -2.490 0.2 0.1 -0.3
C 1.691 -5.108 5.890 0.4 0.5 0.2
C 1.066 -0.975 -3.721 -0.9 0.6 0.3
H -1.814 -4.109 2.365 0.0 -0.1 0.2
C -0.173 2.446 -2.809 1.3 1.2 -0.3
C -2.412 6.151 -6.388 0.0 0.0 0.0
C -3.524 -2.046 3.163 0.3 0.2 0.7
C -2.117 1.789 -0.849 0.2 -0.6 0.3
N -1.657 -3.658 -0.865 0.7 0.1 -0.2
C 0.648 -3.312 -2.506 -0.2 0.8 -0.1
H 0.680 -5.114 6.289 -0.3 -0.1 -0.1
C 2.195 6.651 -3.003 0.0 0.1 -0.1
H -4.529 6.374 -6.650 0.0 -0.1 0.0
S -3.277 -1.016 5.708 -0.8 1.1 -0.1
C 0.837 -2.763 1.755 0.6 -0.1 -0.4
N -0.085 1.156 -3.350 0.7 0.1 -0.1
H 3.905 -4.281 1.186 0.0 -0.2 0.0
H -2.626 0.843 -0.652 -0.2 0.0 0.3
C 3.623 6.164 -2.985 -0.1 -0.2 0.0
H -2.385 3.007 1.712 -0.1 -0.1 0.0
H -2.847 -3.151 4.832 0.0 -0.1 0.2
N 1.902 -2.818 -0.401 -0.1 -0.1 0.0
H -3.210 4.925 -4.816 -0.1 -0.1 -0.1
H 4.527 -3.576 2.684 -0.2 -0.1 0.2
H 2.355 8.306 -4.348 0.1 0.1 0.0
H -1.604 1.727 -1.807 -1.0 -0.4 0.9
H 4.200 6.728 -2.251 0.1 0.1 -0.1
H 6.255 -3.517 1.355 0.1 -0.1 0.0
C -1.725 -3.163 1.833 0.5 0.3 0.5
H 2.074 -6.113 6.031 0.2 -0.1 0.1
O -2.404 -1.663 6.871 0.2 -0.2 -0.1
O 5.529 -2.998 1.000 0.0 0.1 0.0
H -0.101 -4.049 -2.746 -0.1 -0.4 0.2
C 0.483 -3.773 4.088 0.9 0.0 0.1
H 2.105 -3.236 6.567 0.1 0.1 0.1
C 0.907 -2.558 3.257 -0.3 -0.1 -0.4
C -3.629 -2.411 4.650 0.8 -0.6 -0.4
O -1.515 6.963 -6.393 0.0 0.0 0.0
C -2.025 -1.977 2.745 -1.7 -0.4 -0.1
C -1.657 2.197 1.655 0.4 0.1 0.0
H -4.027 -1.094 3.024 -0.1 0.1 -0.3
H 3.761 -1.410 0.913 0.1 0.0 -0.3
H -1.887 -1.049 2.202 0.5 0.2 0.1
C 0.089 -1.951 -3.052 0.1 -0.7 -0.4
H -3.719 5.470 -7.946 -0.1 -0.1 0.1
H 1.480 -5.659 3.849 0.3 -0.1 -0.3
H -1.444 4.932 -4.932 0.0 0.0 0.0
C 0.759 -3.176 -1.023 -0.5 -0.4 0.4
O -4.512 -0.521 6.214 -0.2 -0.4 0.3
C -3.630 6.318 -7.265 0.1 0.2 0.0
C -0.400 -3.320 -0.247 0.0 0.0 0.1
C -0.388 -3.092 1.137 0.0 -0.1 -0.6
I 3.604 -2.572 -1.556 0.1 0.0 0.0
H -1.581 -4.580 -1.278 -0.2 -0.1 0.0
C 1.071 0.355 -2.956 0.1 -0.4 -0.4
H 0.903 8.314 -3.330 0.0 0.0 0.0
```
Positions in Å, forces in eV/Å.